[1]
DFT (the ωB97M-V functional and the def2-TZVPD basis) results for C31H34F7FeIN2O2P2Sb as an isolated structure.

Geometry as XYZ:
```
81
Properties=species:S:1:pos:R:3:mulliken_spin:R:1
O 1.809 0.422 -5.202 0.000
C 1.458 3.162 0.597 -0.079
H 3.247 0.806 -2.181 0.005
F 1.471 0.409 4.066 0.002
H -1.523 3.724 -1.262 -0.002
H -0.019 2.457 -2.777 0.002
C -1.397 3.204 -0.314 -0.031
C 1.980 -1.904 -1.752 0.012
H -1.406 3.911 0.513 0.000
C -2.173 5.710 4.260 0.184
O 1.289 -1.638 -0.654 0.085
F -2.624 6.868 4.758 0.016
C -3.239 1.418 -3.891 0.000
C -0.835 5.386 4.435 -0.069
N -0.307 -0.156 -2.213 0.065
H -4.670 0.426 -0.987 0.000
C -4.220 1.228 -2.928 0.001
H -1.427 1.384 2.270 0.023
H 3.149 -0.955 -6.010 0.000
C 0.754 2.685 -2.047 0.016
H -4.102 5.165 3.519 -0.002
H 3.356 -1.277 1.372 0.004
I -2.117 -0.820 0.249 0.014
C 3.611 4.328 1.899 0.005
H -3.276 3.014 2.582 0.010
H 4.527 1.418 -1.107 -0.004
C -0.744 2.119 2.669 0.272
H 4.296 -2.545 -4.692 0.000
C -1.621 0.306 -2.491 0.000
H 2.853 -3.168 0.430 0.000
C 3.079 -2.799 -1.685 0.008
P 0.177 2.295 -0.347 0.031
H 2.375 6.075 2.032 -0.001
C 2.229 -0.929 -5.422 -0.001
H 0.660 3.909 4.058 0.008
C -1.949 0.961 -3.676 -0.002
H 4.614 2.456 1.639 0.000
H 1.657 2.147 -2.316 -0.001
H -0.193 6.058 4.987 -0.002
Sb 0.643 -1.274 3.786 0.013
H -2.228 2.516 -0.168 -0.013
C 3.390 -3.557 -0.430 0.001
F 0.741 -1.759 5.579 0.000
F -1.054 -0.484 3.965 0.003
P 2.679 0.717 0.220 -0.140
C 2.447 5.054 1.683 -0.005
H 1.850 0.894 -6.039 0.000
C -0.373 4.197 3.914 0.146
H 3.249 0.102 2.470 0.002
H -0.105 -0.792 -4.148 0.001
F -0.191 -2.830 3.156 0.001
C 2.628 2.433 0.801 0.022
H 1.462 -1.479 -5.980 0.000
C -2.593 3.689 3.083 0.163
C 1.641 -1.348 -2.990 0.004
C 3.588 -2.372 -3.889 0.006
C -2.616 0.135 -1.530 -0.007
H -5.226 1.586 -3.095 0.000
C 3.564 -0.215 1.477 -0.017
N 3.855 -2.995 -2.733 -0.005
H 0.958 3.758 -2.070 -0.005
H -1.180 1.122 -4.423 0.000
H 3.095 -4.600 -0.558 0.001
F 2.320 -2.012 3.363 0.001
F 0.570 -0.656 1.888 -0.012
C 1.366 4.476 1.033 -0.012
H 4.633 -0.037 1.337 -0.009
C 3.764 0.648 -1.238 -0.015
C -1.234 3.318 3.215 0.101
C 3.706 3.018 1.456 -0.014
C -3.910 0.581 -1.740 -0.002
H -3.479 1.925 -4.815 0.000
C 0.349 -0.707 -3.162 -0.012
H 4.463 -3.546 -0.247 0.000
H 0.463 5.051 0.882 0.003
C -3.064 4.876 3.600 -0.068
Fe 0.509 -0.059 -0.099 3.173
H 4.441 4.780 2.424 0.000
H 4.237 -0.334 -1.270 0.000
H 0.267 1.806 2.890 0.130
C 2.487 -1.572 -4.089 -0.005
```

gap between HOMO and LUMO (spin up / spin down): 0.1567 / 0.2823 Eh
total charge: +1
HOMO level (spin up / spin down): -0.35224 / -0.41870 Eh
energy above the lowest of the compared OMol25 structures with the same formula, charge and spin: 0.9169 eV
multiplicity: 5
LUMO energy (spin up / spin down): -5.3 / -3.7 eV
<S²>: 6.24


[2]
DFT (the ωB97M-V functional and the def2-TZVPD basis) results for C31H34FN6OS2SiV as an isolated structure.

Geometry as XYZ:
```
77
Properties=species:S:1:pos:R:3:mulliken_spin:R:1
H -0.959 3.428 -5.013 0.000
C 2.396 -0.451 0.381 -0.008
C -1.249 1.997 -3.470 -0.010
C -1.812 1.270 3.049 0.013
H -3.908 0.140 0.461 -0.001
H -3.985 1.626 -1.551 -0.002
C 4.407 -0.493 -0.977 0.000
C -3.742 3.076 -3.106 0.010
H 1.563 2.241 3.601 0.000
H 6.839 1.118 -0.578 0.000
C -2.059 1.447 -2.475 0.026
C 0.549 -1.232 1.702 0.031
C 5.189 -0.082 0.088 -0.003
H -0.113 -3.846 5.728 0.000
N 2.303 -1.167 -1.950 0.015
H -2.897 3.153 2.712 0.001
C -3.261 -1.601 -3.093 -0.006
H -1.856 -1.156 4.100 0.000
V -0.008 0.387 -0.743 1.273
C 2.701 -2.039 -2.896 0.012
H 1.654 -2.787 -4.682 0.000
C 1.672 -2.170 -3.802 -0.001
N 1.054 -0.731 -2.204 -0.056
C -0.513 -0.767 2.477 -0.016
H -1.643 -2.197 0.539 -0.004
H -1.864 1.035 4.097 0.000
O 1.242 2.460 1.622 -0.001
C 6.663 0.160 -0.087 0.001
H 5.139 0.465 2.163 0.000
C 0.956 3.258 0.597 0.015
C -2.320 2.328 2.334 0.001
F -0.027 1.467 -3.668 0.009
C -0.397 -2.700 3.933 -0.005
S 0.653 4.851 0.677 -0.005
H -5.036 -0.241 -0.852 0.000
C -3.327 2.015 -2.317 -0.023
H -0.312 -1.124 -3.729 0.003
N -1.193 0.985 0.945 -0.094
C -0.990 -1.510 3.555 0.004
C 4.554 0.140 1.311 0.000
H 3.669 -2.508 -2.845 0.001
H -0.692 -2.464 -0.935 -0.004
S 0.990 2.410 -0.954 -0.073
C -0.925 -3.510 5.084 0.000
H 4.860 -0.646 -1.950 0.000
H -4.479 -1.511 0.230 0.000
H -3.383 -0.763 -3.782 0.000
H 1.975 -2.809 1.508 0.000
H 7.174 0.180 0.874 0.000
C 3.039 -0.695 -0.831 0.003
H 7.122 -0.615 -0.701 0.000
H -4.727 3.499 -2.958 0.000
H 0.397 3.538 3.187 0.000
C -1.642 3.050 -4.265 0.011
C 1.142 -2.438 2.092 -0.010
C 3.193 -0.027 1.449 -0.010
C -1.703 -2.340 -0.541 0.024
N -1.617 0.356 -1.686 -0.132
H 2.713 0.164 2.399 0.000
H -4.220 -2.120 -3.037 -0.001
N 0.995 -0.564 0.551 -0.071
C 0.665 -1.330 -3.326 0.018
H 2.134 3.804 2.934 0.000
C 1.339 3.060 2.923 0.001
C -1.907 2.104 1.019 0.043
C -2.903 3.597 -4.079 -0.019
H -2.065 2.700 0.134 0.002
N -1.140 0.475 2.188 0.034
C 0.693 -3.147 3.183 0.004
Si -2.721 -1.024 -1.401 0.000
H -1.444 -4.399 4.722 0.000
H -3.225 4.426 -4.693 -0.001
H -1.624 -2.936 5.690 0.000
H 1.182 -4.076 3.451 0.000
H -2.537 -2.297 -3.521 0.000
H -2.216 -3.294 -0.700 0.001
C -4.171 -0.602 -0.295 -0.001
```

gap between HOMO and LUMO (spin up / spin down): 0.2411 / 0.2803 Eh
total charge: +1
HOMO level (spin up / spin down): -0.38527 / -0.39009 Eh
multiplicity: 2
LUMO energy (spin up / spin down): -3.9 / -3.0 eV
<S²>: 0.81


[3]
DFT (the ωB97M-V functional and the def2-TZVPD basis) results for C31H34Li2O15S as an isolated structure at a distorted geometry.

Geometry as XYZ:
```
83
Properties=species:S:1:pos:R:3:mulliken_charge:R:1
C 2.460 -3.001 5.321 -0.911
H 1.764 -2.649 1.629 1.264
C 1.383 -6.243 -1.338 -0.753
O -0.276 8.270 1.442 -0.598
O 1.304 1.156 -1.343 -0.819
C -0.904 6.385 2.608 -0.570
H -0.568 2.304 0.907 0.454
O 0.886 -0.201 0.491 -0.739
H 2.696 -4.763 2.237 0.080
C -0.350 4.153 1.698 -0.479
H 4.935 1.569 1.261 0.229
O 3.150 -5.254 4.748 -0.557
C -1.262 4.164 -3.908 -0.595
O 0.561 -7.557 0.450 -0.568
H 4.746 -0.246 1.632 0.246
C 0.354 4.782 0.685 0.462
H 1.664 -1.087 5.351 0.696
C 2.394 -3.929 3.029 -0.199
H -5.601 -5.330 0.705 0.311
H -4.159 -3.485 1.176 0.272
C 1.287 5.254 -3.395 -0.347
O -2.560 -1.038 -2.435 -0.684
H -0.755 -5.321 1.330 0.186
C 0.326 6.174 0.506 -0.571
C -5.252 -3.534 -2.086 -0.676
H 1.596 2.615 -2.120 0.734
O 1.010 -0.648 2.880 -0.669
H -1.552 4.716 3.634 0.276
O 0.707 -2.811 -2.345 -0.687
C 1.372 -5.033 -1.968 -0.428
O -1.936 6.276 -4.987 -0.451
O 3.343 0.524 0.505 -0.351
O -5.908 -4.860 -0.090 -0.586
H -0.285 -7.843 0.743 0.305
H -4.517 -2.238 -3.528 0.550
C 1.718 -1.685 3.423 0.343
C -4.434 -2.640 -2.603 -0.496
O -0.333 -0.666 -1.432 -0.408
O -0.666 1.329 -0.267 -0.936
C 2.019 -2.749 2.465 -1.400
C -3.423 -2.193 -0.460 0.145
H 1.907 -4.993 -2.872 0.473
C -4.158 -3.196 0.107 -0.576
C 0.977 4.012 -2.998 0.453
H -1.656 -0.689 -2.035 0.408
C 0.372 6.015 -4.133 -0.576
C 0.597 -6.340 -0.158 0.756
H -5.971 -4.210 -2.678 0.260
H -0.382 -3.059 0.042 0.326
C -0.139 -4.075 -0.383 0.190
C -0.279 6.951 1.470 0.948
H -1.109 7.088 3.598 0.078
H -0.519 2.627 -2.910 0.924
C 1.931 -1.801 4.756 -0.933
O 1.963 3.399 -2.388 -0.498
C -1.002 4.990 2.667 -0.497
C -0.253 3.431 -3.282 -1.047
C -0.940 5.526 -4.347 0.244
C 0.546 -3.969 -1.605 -0.027
H 1.885 -7.124 -1.644 0.502
H 3.534 1.065 2.497 0.225
Li 3.249 1.010 -1.584 0.836
H -0.238 8.922 2.273 0.361
H 3.100 -6.091 4.322 0.314
C -5.080 -3.900 -0.734 0.841
C -0.154 -5.230 0.323 -0.701
C 2.652 -4.093 4.367 0.703
H 2.060 5.881 -2.973 0.387
H -2.270 3.847 -4.011 0.490
H -2.926 -1.476 0.371 -0.097
C 4.181 0.747 1.585 -0.596
H 0.979 4.290 0.013 0.643
H 2.640 -3.161 6.260 0.697
H 0.867 6.762 -0.344 0.202
S 0.310 0.340 -0.653 0.508
H 2.486 0.187 0.853 0.455
C -3.488 -1.869 -1.854 0.230
Li -2.534 2.001 0.057 0.811
H 0.674 7.074 -4.390 0.298
O -0.272 2.787 1.769 -0.351
H -1.944 6.220 -5.759 0.188
H 1.028 -0.640 1.863 0.687
H 0.440 -1.926 -2.009 0.384
```

gap between HOMO and LUMO: 0.2084 Eh
HOMO level: -0.26134 Eh
energy above the lowest of the compared OMol25 structures with the same formula, charge and spin: 3.0506 eV
LUMO energy: -1.4 eV


[4]
DFT (the ωB97M-V functional and the def2-TZVPD basis) results for a 5-piece molecular cluster, C31H34N5O10 overall at a distorted geometry.

Geometry as XYZ:
```
80
Properties=species:S:1:pos:R:3:mulliken_charge:R:1
O -2.799 2.406 -1.227 -0.510
C 4.042 -1.063 -0.330 0.080
C -3.701 4.122 -3.115 -0.293
H 0.923 -4.367 4.474 0.420
C 0.700 1.088 -1.146 -0.991
H 3.299 -1.324 -1.095 0.536
N 1.231 -2.878 -2.398 1.047
H 0.133 1.985 -1.405 0.410
H 0.569 -7.215 -3.694 0.395
C 2.852 -1.696 3.666 -0.405
O -2.122 0.987 -2.659 -0.583
H 1.097 -1.551 -0.350 0.171
H 1.258 0.722 -2.020 0.216
H -0.249 -2.633 5.795 0.500
N -2.654 2.039 -2.370 0.901
H 1.270 2.210 0.640 0.688
H 3.138 2.853 -0.375 0.541
H -1.165 0.300 -0.206 0.151
O 4.780 0.051 -0.569 -0.403
C 1.085 -1.083 5.163 -0.060
C 3.049 1.763 -0.474 -1.154
C -3.123 2.910 -3.449 0.243
N 0.620 -0.845 0.221 0.150
H -4.384 5.174 -6.256 0.389
N -4.491 4.206 2.762 1.048
O 0.358 -2.970 -1.554 -0.661
C 0.813 -5.197 -3.039 -0.297
C 1.527 0.118 0.935 -0.217
H -2.260 1.542 5.776 0.448
H -4.609 5.889 -3.902 0.397
C 2.150 -6.220 -4.754 -0.474
H -3.824 2.227 1.134 0.518
H 0.981 0.390 1.848 0.156
C -2.326 0.737 3.789 -0.508
C 1.637 1.373 0.042 0.616
H 2.391 -7.085 -5.357 0.400
H 4.155 0.884 1.227 0.278
C -4.024 4.534 -5.461 -0.473
C -3.730 2.994 3.122 0.150
C 2.567 -3.932 -4.152 -0.262
H 2.887 -3.762 3.099 0.496
H 2.435 -0.377 1.275 -0.426
O -4.864 4.309 1.613 -0.613
C 2.382 -3.005 3.685 -0.569
H 5.106 1.922 0.171 0.403
C 2.204 -0.716 4.418 -0.374
C -4.153 4.938 -4.138 -0.548
O 4.053 -1.673 0.754 -0.462
H -2.559 0.172 1.727 0.558
C -2.980 2.486 -4.759 -0.321
H -3.341 3.002 -6.801 0.383
H 3.114 -3.009 -4.272 0.456
C 1.545 -4.035 -3.223 0.318
C 0.618 -2.382 5.202 -0.346
H -2.525 1.533 -4.981 0.434
H 0.048 -1.384 0.870 0.414
H -1.778 -0.158 4.057 0.505
O -0.613 -0.378 6.562 -0.571
C -3.438 3.313 -5.770 -0.512
C -2.598 1.692 4.760 -0.334
C -3.309 2.833 4.425 -0.572
H 0.021 -5.240 -2.307 0.441
O 0.757 1.103 5.819 -0.592
H 3.662 -4.988 -5.652 0.393
C 4.298 1.183 0.180 -0.542
C -2.760 0.922 2.482 -0.442
H -3.798 4.419 -2.082 0.509
C -0.251 -0.024 -0.713 -0.491
C -3.472 2.063 2.138 -0.630
H -3.532 3.587 5.164 0.477
O -4.689 5.021 3.634 -0.603
O 1.864 -1.845 -2.562 -0.565
C 1.278 -3.346 4.456 -0.557
H 3.104 1.547 -1.547 0.385
H -0.486 -0.650 -1.577 0.416
C 1.125 -6.297 -3.818 -0.576
H 3.716 -1.446 3.066 0.535
H 2.542 0.310 4.414 0.511
C 2.867 -5.042 -4.922 -0.586
N 0.355 -0.039 5.915 1.041
```

gap between HOMO and LUMO: 0.2895 Eh
total charge: +1
HOMO level: -0.43587 Eh
energy above the lowest of the compared OMol25 structures with the same formula, charge and spin: 0.0000 eV
LUMO energy: -4.0 eV


no.,DFT total energy (a.u.)
1,-4645.025670
2,-3735.124874
3,-2743.272520
4,-2227.269539